[1]
Here is a structure of composition C2H6NO3 in a non-equilibrium geometry from the Open Molecules 2025 dataset. Energies are from ωB97M-V/def2-TZVPD.

The strongest force on any atom is 1.83 eV/A. For the relative energy (zero: lowest compared OMol25 entry of this formula, charge and spin), the calculation gives 2.405 eV.

```
! wB97M-V def2-TZVPD RIJCOSX def2/J DEFGRID3
* xyz -1 1
O -0.6900 0.1660 1.8578
O -2.6258 1.6960 0.3950
O 2.6397 -0.2156 -1.1773
N 0.0518 -0.2736 -0.2935
C 0.1394 0.2026 0.9276
C 1.6438 -0.9546 -1.1982
H 1.1697 0.5533 1.1708
H 1.5176 -1.8940 -0.6159
H -2.8335 1.5199 1.3040
H -0.4295 -1.1335 -0.5020
H -1.7296 1.3428 0.3423
H 1.1464 -1.0093 -2.2109
*
```

[2]
Here is a structure of composition C5H10 in a non-equilibrium geometry from the Open Molecules 2025 dataset. Energies are from ωB97M-V/def2-TZVPD.

The strongest force on any atom is 2.99 eV/A. For the relative energy (zero: lowest compared OMol25 entry of this formula, charge and spin), the calculation gives 4.765 eV.

```
! wB97M-V def2-TZVPD RIJCOSX def2/J DEFGRID3
* xyz 0 1
C -1.6901 0.1595 0.4636
C -0.1242 -0.7843 -1.2548
C -0.2764 -0.3388 0.2623
C 0.6470 0.8353 0.0840
C 1.8960 0.7780 0.7887
H 1.8451 0.6397 -0.3974
H -2.4710 -0.6003 0.3957
H -0.4315 0.0311 -1.8942
H -1.8097 0.7972 1.3423
H -0.7234 -1.6763 -1.4949
H -2.0122 0.8682 -0.3090
H -0.1089 -1.1835 0.9404
H 2.4940 1.6610 0.9493
H 1.8957 0.0071 1.5550
H 0.8695 -1.1941 -1.4310
*
```

[3]
Here is a structure of composition C12H25INO3S in a non-equilibrium geometry from the Open Molecules 2025 dataset. Energies are from ωB97M-V/def2-TZVPD.

Its electronic energy is -1448.2595 Eh. The strongest force on any atom is 5.18 eV/A.

```
! wB97M-V def2-TZVPD RIJCOSX def2/J DEFGRID3
* xyz 1 1
I -7.5512 3.2220 -1.3435
S -1.8882 3.7281 -0.9973
O -5.7135 2.0545 -3.2711
O -5.5706 2.7463 -1.0933
O -3.8161 3.2400 -2.8243
N 1.5001 -1.7329 0.8488
C 2.6177 -3.0538 3.6655
C -3.3625 4.3208 -1.9621
C -0.1211 -1.6619 -1.0065
C 1.1324 -3.1478 0.3710
C 2.9773 -1.4946 0.6216
C -5.0446 2.6920 -2.4114
C -0.4296 3.9294 -2.1761
C 0.7018 -0.7807 -0.0836
C 0.6346 2.7528 -1.8082
C 2.1377 -1.6377 3.3750
C 1.0549 -1.5057 2.3085
C -0.2143 -2.9977 -0.3043
H 2.9157 -3.5957 2.7664
H -0.4120 -3.8099 -1.0066
H 0.0972 4.9074 -1.9239
H 3.2147 -0.4769 0.9349
H 0.5799 1.8723 -2.5347
H -2.9670 5.1465 -2.6664
H 1.7095 3.1612 -1.7238
H 3.1884 -1.6170 -0.4415
H 1.4029 -0.1560 -0.6393
H 0.0622 -0.1365 0.5197
H 0.3774 -1.7611 -1.9746
H 0.3660 2.3883 -0.7494
H -4.1731 4.8086 -1.3327
H 1.7239 -1.2394 4.3086
H 1.8399 -3.6295 4.1723
H 3.5517 -2.2262 1.1871
H 2.9892 -0.9914 3.1471
H -1.1080 -1.2301 -1.1933
H -0.7755 3.8640 -3.2685
H -1.0202 -2.9915 0.4354
H 1.8890 -3.4695 -0.3492
H 3.4852 -3.0143 4.3300
H 1.1194 -3.8325 1.2196
H 0.6888 -0.4757 2.3670
H 0.2101 -2.1682 2.5070
*
```

[4]
Here is a cluster of 2 separate species, CH4NO2 in total from the Open Molecules 2025 dataset. Energies are from ωB97M-V/def2-TZVPD.

The strongest force on any atom is 0.54 eV/A. For the relative energy (zero: lowest compared OMol25 entry of this formula, charge and spin), the calculation gives 1.718 eV.

```
! wB97M-V def2-TZVPD RIJCOSX def2/J DEFGRID3
* xyz -1 1
O -1.1126 0.7647 -0.0363
O 0.8116 0.9155 1.9505
N -0.2855 -1.0293 -1.0485
C -1.3612 -0.1258 -0.8742
H 1.4900 1.0397 1.2728
H -0.2105 -1.4962 -1.9368
H 0.6218 -0.6756 -0.7250
H 0.0464 0.6070 1.3974
*
```

[5]
Here is a structure of composition C2HNO in a non-equilibrium geometry from the Open Molecules 2025 dataset. Energies are from ωB97M-V/def2-TZVPD.

The strongest force on any atom is 4.78 eV/A. For the relative energy (zero: lowest compared OMol25 entry of this formula, charge and spin), the calculation gives 1.287 eV.

```
! wB97M-V def2-TZVPD RIJCOSX def2/J DEFGRID3
* xyz 0 1
O 0.6013 -1.5723 -0.0142
N -1.7078 1.0348 -0.0367
C 0.4187 -0.3914 0.0141
C -0.7929 0.3568 0.0567
H 1.4806 0.5721 -0.0199
*
```

Q: Among the records above, which one has the highest strongest force on any atom?
A: C12H25INO3S

What did the second record say?
Here is a structure of composition C5H10 in a non-equilibrium geometry from the Open Molecules 2025 dataset. Energies are from ωB97M-V/def2-TZVPD.

The strongest force on any atom is 2.99 eV/A. For the relative energy (zero: lowest compared OMol25 entry of this formula, charge and spin), the calculation gives 4.765 eV.

```
! wB97M-V def2-TZVPD RIJCOSX def2/J DEFGRID3
* xyz 0 1
C -1.6901 0.1595 0.4636
C -0.1242 -0.7843 -1.2548
C -0.2764 -0.3388 0.2623
C 0.6470 0.8353 0.0840
C 1.8960 0.7780 0.7887
H 1.8451 0.6397 -0.3974
H -2.4710 -0.6003 0.3957
H -0.4315 0.0311 -1.8942
H -1.8097 0.7972 1.3423
H -0.7234 -1.6763 -1.4949
H -2.0122 0.8682 -0.3090
H -0.1089 -1.1835 0.9404
H 2.4940 1.6610 0.9493
H 1.8957 0.0071 1.5550
H 0.8695 -1.1941 -1.4310
*
```